Entry 1:
The following is a quantum chemistry calculation of a cluster of 8 separate species, C12H41BrN3O7 in total, from the Open Molecules 2025 dataset.

Calculated values
HOMO = -5.87 eV
Total charge = -1
Molar mass = 419.4 g/mol

Each line ends with the natural charge from an NBO analysis.
Positions of all 64 atoms, in Å:
Br  2.363  0.236  0.445  -0.889
O  1.302  -2.950  0.970  -0.985
H  1.526  -2.021  0.923  0.488
H  0.675  -3.081  0.258  0.469
O  5.236  1.412  -0.459  -0.966
H  4.500  0.824  -0.290  0.492
H  5.199  1.578  -1.401  0.454
O  0.468  2.644  1.404  -1.000
H  0.203  2.963  0.541  0.474
H  1.034  1.894  1.219  0.487
O  4.017  1.461  3.128  -0.958
H  3.686  2.356  3.203  0.454
H  3.569  1.104  2.361  0.490
C  0.025  -0.900  5.554  -0.604
C  0.107  -0.814  4.056  -0.075
C  -1.253  -0.400  3.420  -0.076
O  -2.218  -1.364  3.506  -0.539
C  -3.423  -1.030  2.833  -0.252
N  1.134  0.170  3.743  -0.820
H  0.958  -1.318  5.932  0.216
H  -0.755  -1.554  5.946  0.197
H  -0.246  0.085  5.936  0.187
H  0.481  -1.792  3.756  0.206
H  -0.977  -0.158  2.394  0.165
H  -1.598  0.572  3.773  0.152
H  -3.948  -0.190  3.287  0.164
H  -4.199  -1.793  2.893  0.181
H  -3.294  -0.845  1.766  0.167
H  1.177  0.208  2.735  0.375
H  0.857  1.095  4.040  0.343
C  0.012  1.365  -4.915  -0.637
C  0.530  2.139  -3.683  -0.068
C  -0.583  2.347  -2.560  -0.068
O  -0.198  3.021  -1.365  -0.561
C  0.001  4.424  -1.544  -0.259
N  1.647  1.469  -3.027  -0.834
H  0.199  2.067  -5.728  0.214
H  -1.044  1.096  -4.885  0.203
H  0.554  0.426  -5.025  0.232
H  0.867  3.131  -3.983  0.165
H  -1.098  1.407  -2.362  0.182
H  -1.370  2.978  -2.974  0.149
H  0.881  4.651  -2.145  0.178
H  0.059  4.961  -0.597  0.200
H  -0.881  4.897  -1.975  0.161
H  1.241  0.545  -3.063  0.356
H  1.628  1.640  -2.031  0.382
C  -1.429  -2.532  -3.417  -0.627
C  -0.728  -1.657  -2.403  -0.061
C  -1.246  -1.858  -0.968  -0.082
O  -1.055  -3.175  -0.502  -0.572
C  -1.959  -3.560  0.545  -0.259
N  0.710  -1.653  -2.610  -0.845
H  -1.305  -3.608  -3.292  0.214
H  -1.118  -2.251  -4.423  0.213
H  -2.506  -2.388  -3.494  0.204
H  -0.950  -0.599  -2.549  0.177
H  -2.322  -1.709  -0.870  0.161
H  -0.765  -1.188  -0.256  0.192
H  -1.784  -4.617  0.742  0.195
H  -3.014  -3.352  0.367  0.159
H  -1.764  -3.035  1.481  0.196
H  1.086  -1.186  -1.797  0.386
H  1.096  -2.585  -2.563  0.358

Entry 2:
The following is a quantum chemistry calculation of a cluster of 9 separate species, C12H42O15 in total, from the Open Molecules 2025 dataset.

Calculated values
HOMO = -9.82 eV
Molar mass = 426.5 g/mol
SMILES = OCCO.OCCO.OCCO.OCCO.OCCO.OCCO.O.O.O

Each line ends with the natural charge from an NBO analysis.
Positions of all 69 atoms, in Å:
O  2.153  0.376  -5.147  -0.721
C  3.404  0.583  -4.568  -0.104
C  3.752  -0.577  -3.757  -0.088
O  3.912  -1.891  -4.425  -0.758
H  2.319  -0.288  -5.821  0.470
H  4.005  0.581  -5.478  0.177
H  3.371  1.472  -3.938  0.198
H  2.997  -0.816  -3.008  0.180
H  4.699  -0.390  -3.251  0.168
H  4.308  -2.530  -3.827  0.478
O  4.186  -2.867  1.851  -0.713
C  4.162  -2.940  3.218  -0.068
C  5.527  -2.595  3.816  -0.099
O  5.550  -1.205  3.876  -0.725
H  4.205  -1.938  1.609  0.474
H  3.458  -2.237  3.663  0.165
H  3.936  -3.961  3.525  0.171
H  6.280  -3.196  3.305  0.175
H  5.466  -3.048  4.805  0.146
H  6.441  -0.861  3.973  0.475
O  1.365  4.462  2.605  -0.720
C  0.341  5.177  2.012  -0.091
C  0.853  6.374  1.131  -0.088
O  1.337  7.432  2.008  -0.730
H  1.220  4.555  3.550  0.476
H  -0.330  4.575  1.398  0.162
H  -0.361  5.476  2.791  0.170
H  0.010  6.826  0.608  0.184
H  1.589  6.071  0.387  0.173
H  2.010  7.093  2.603  0.465
O  -2.277  -2.409  4.749  -0.725
C  -1.786  -1.326  5.460  -0.081
C  -2.163  -0.003  4.848  -0.100
O  -3.518  0.284  5.142  -0.721
H  -3.233  -2.478  4.698  0.468
H  -2.102  -1.377  6.502  0.163
H  -0.712  -1.507  5.422  0.176
H  -1.887  0.054  3.796  0.178
H  -1.673  0.785  5.420  0.172
H  -4.047  -0.087  4.431  0.468
O  -4.742  -0.195  0.777  -0.715
C  -5.756  0.208  -0.080  -0.079
C  -6.021  1.754  -0.201  -0.096
O  -7.067  2.020  0.748  -0.730
H  -3.964  0.331  0.578  0.462
H  -5.378  -0.184  -1.024  0.156
H  -6.585  -0.409  0.270  0.202
H  -6.252  1.932  -1.251  0.163
H  -5.199  2.441  -0.001  0.166
H  -7.428  2.908  0.705  0.471
O  -2.230  -3.048  -4.912  -0.736
C  -1.348  -4.018  -4.191  -0.111
C  -0.952  -5.103  -5.222  -0.089
O  -2.035  -5.995  -5.492  -0.716
H  -2.037  -2.273  -4.380  0.471
H  -0.403  -3.617  -3.824  0.175
H  -1.939  -4.429  -3.373  0.182
H  -0.321  -5.857  -4.751  0.186
H  -0.500  -4.642  -6.100  0.173
H  -2.707  -5.467  -5.930  0.465
O  3.749  1.191  0.468  -0.945
H  4.645  1.447  0.685  0.471
H  3.213  1.585  1.156  0.475
O  -2.130  1.746  -3.861  -0.947
H  -2.677  2.344  -4.370  0.472
H  -1.250  1.863  -4.217  0.475
O  -0.682  0.389  -0.472  -0.943
H  0.249  0.613  -0.461  0.470
H  -1.020  0.812  -1.261  0.474